Version w
16
Properties=species:S:1:pos:R:3:nbo_charge:R:1 method="wB97M-V/def2-TZVPD" e_homo_ev=-7.57 lumo_ev=0.297
B 1.029 -0.745 1.664 0.99
C -1.360 0.887 -0.713 -0.49
C 1.776 -0.196 0.618 -0.88
C -1.250 -0.668 -0.467 -0.41
C 1.203 0.858 -0.334 -0.41
C -0.049 0.300 -1.026 -0.17
O 0.186 -1.040 2.574 -0.86
H 2.652 -0.575 0.289 0.23
H -1.849 1.338 -1.511 0.20
H -1.404 -0.880 0.577 0.19
H -1.402 -1.433 -1.213 0.21
H 0.791 1.737 0.147 0.21
H 1.988 1.238 -0.964 0.22
H 0.012 0.102 -2.102 0.21
H -1.966 0.865 0.107 0.25
H -0.356 -1.788 2.353 0.51

***

Version x
16
Properties=species:S:1:pos:R:3:nbo_charge:R:1 method="wB97M-V/def2-TZVPD" smiles="C=CB(C=C)OC" e_homo_ev=-9.55 lumo_ev=0.156
B -0.020 -0.410 0.144 0.98
C -2.147 0.325 -1.076 -0.34
C 1.626 -1.752 1.633 -0.24
C -1.459 0.142 0.063 -0.57
C 0.432 -1.502 1.119 -0.61
C 0.963 1.662 -1.146 -0.26
O 1.263 0.450 -0.384 -0.72
H -3.116 1.014 -0.966 0.19
H -2.106 -0.332 -1.907 0.20
H 1.666 -2.440 2.524 0.19
H 2.523 -1.408 1.237 0.20
H -1.726 0.584 0.932 0.22
H -0.362 -2.113 1.513 0.20
H 0.007 1.455 -1.666 0.19
H 1.895 1.915 -1.568 0.20
H 0.560 2.411 -0.453 0.16

***

Energetically preferred structure: version x | next structure: +136.1 kJ/mol

***

Version w
29
Properties=species:S:1:pos:R:3:nbo_charge:R:1 method="wB97M-V/def2-TZVPD" e_homo_ev=1.25 charge=-2 lumo_ev=4.369
Hg -6.917 2.011 -19.767 1.61
C -9.485 3.126 -20.152 0.90
O -8.939 2.947 -19.020 -0.95
O -10.667 2.785 -20.483 -0.82
O -8.605 3.050 -21.083 -0.92
C -8.055 -0.527 -20.599 0.89
O -9.282 -0.807 -20.796 -0.81
O -7.579 -0.227 -19.409 -1.00
O -7.503 0.115 -21.578 -0.92
C -4.698 3.596 -21.420 -0.09
C -5.121 4.518 -20.252 -0.10
O -5.906 3.985 -19.160 -0.72
O -5.701 2.640 -21.742 -0.70
H -3.761 3.049 -21.256 0.15
H -4.476 4.137 -22.344 0.16
H -5.727 5.325 -20.668 0.18
H -4.194 4.992 -19.917 0.15
H -5.582 4.499 -18.413 0.48
H -5.510 2.306 -22.622 0.49
C -4.969 1.089 -17.273 -0.09
C -4.000 1.123 -18.475 -0.09
O -4.633 0.764 -19.700 -0.72
O -6.211 1.790 -17.460 -0.72
H -4.437 1.530 -16.419 0.13
H -5.147 0.112 -16.817 0.17
H -3.105 0.516 -18.324 0.16
H -3.656 2.153 -18.582 0.17
H -4.743 -0.192 -19.752 0.50
H -6.799 1.505 -16.755 0.50

***

Version x
29
Properties=species:S:1:pos:R:3:nbo_charge:R:1 method="wB97M-V/def2-TZVPD" e_homo_ev=1.26 charge=-2 lumo_ev=4.049
Hg 0.647 0.072 1.118 1.52
C 3.208 -0.792 1.843 0.90
O 4.418 -0.758 2.156 -0.90
O 2.327 -1.497 2.272 -0.82
O 2.900 0.074 1.041 -0.91
C -0.939 -1.481 2.917 0.85
O -0.635 -1.778 1.787 -0.91
O -0.524 -2.213 3.819 -0.79
O -0.531 -0.314 3.129 -0.92
C -1.462 1.915 -0.143 -0.06
C -0.476 2.784 0.628 -0.11
O 0.820 2.297 0.098 -0.76
O -1.509 0.692 0.294 -0.71
H -1.113 1.791 -1.168 0.16
H -2.480 2.301 -0.192 0.13
H -0.531 2.818 1.716 0.22
H -0.649 3.822 0.343 0.15
H 1.380 3.026 -0.179 0.48
H -1.888 0.091 -0.351 0.50
C -0.867 -1.776 -2.106 -0.09
C 0.629 -1.483 -2.047 -0.11
O 0.755 -0.317 -1.181 -0.73
O -1.591 -0.620 -2.539 -0.77
H -1.351 -1.950 -1.145 0.22
H -1.159 -2.531 -2.836 0.15
H 1.133 -1.390 -3.008 0.17
H 0.963 -2.332 -1.451 0.22
H 0.887 0.432 -1.768 0.48
H -2.362 -0.885 -3.046 0.46

***

Energetically preferred structure: version w | next structure: +177.8 kJ/mol

***

Version w
154
Properties=species:S:1:pos:R:3:mulliken_charge:R:1 method="wB97M-V/def2-TZVPD" e_homo_ev=-10.70 lumo_ev=-0.192
C -3.341 -3.434 0.788 0.14
C -3.088 -3.839 2.222 0.48
O -4.269 -3.195 2.925 -0.53
S -4.809 -1.852 2.257 1.09
O -4.241 -0.687 2.918 -0.61
O -6.230 -1.921 2.059 -0.59
O -3.980 -2.087 0.921 0.03
H -4.056 -4.140 0.313 0.28
H -2.459 -3.307 0.188 -0.07
H -2.147 -3.517 2.639 -0.57
H -3.214 -4.830 2.500 0.41
C -4.210 1.321 -4.501 -0.19
C -5.316 0.778 -3.457 -0.36
O -4.689 1.082 -2.131 -0.11
S -3.918 2.536 -2.202 1.09
O -2.760 2.598 -1.319 -0.67
O -4.890 3.639 -2.257 -0.68
O -3.367 2.079 -3.711 -0.22
H -4.798 1.848 -5.254 0.33
H -3.603 0.553 -4.957 0.20
H -5.476 -0.295 -3.427 0.11
H -6.197 1.448 -3.508 0.34
C -8.043 -2.468 -0.826 -0.58
C -6.801 -1.631 -1.125 0.53
O -7.405 -0.465 -1.824 -0.25
S -9.010 -0.326 -1.608 1.08
O -9.648 -0.573 -2.908 -0.58
O -9.348 0.908 -0.906 -0.57
O -9.125 -1.534 -0.602 -0.34
H -7.955 -2.962 0.110 0.36
H -8.179 -3.060 -1.702 0.43
H -6.143 -2.219 -1.796 -0.09
H -6.276 -1.158 -0.253 -0.08
C 3.344 0.503 2.816 0.51
C 2.684 1.522 3.870 0.14
O 3.468 2.758 3.760 -0.59
S 3.823 2.819 2.138 1.19
O 4.985 3.658 1.870 -0.77
O 2.585 3.001 1.416 -0.09
O 4.276 1.334 2.043 -0.37
H 2.623 0.115 2.081 -0.33
H 3.827 -0.317 3.302 -0.08
H 2.825 1.188 4.870 0.47
H 1.579 1.654 3.696 -0.04
C 2.092 6.158 0.319 -0.01
C 3.098 5.454 -0.628 -0.05
O 2.287 4.589 -1.501 -0.02
S 0.853 5.123 -1.720 0.92
O -0.101 4.101 -1.420 -0.45
O 0.736 5.975 -2.899 -0.68
O 0.894 6.168 -0.504 -0.47
H 2.223 7.226 0.607 0.35
H 1.930 5.488 1.206 -0.03
H 3.761 4.858 -0.040 -0.05
H 3.668 6.164 -1.249 0.33
C 6.912 2.470 -0.598 -0.33
C 7.570 1.765 -1.741 -0.53
O 6.541 0.863 -2.250 -0.31
S 5.075 1.321 -1.836 1.04
O 4.609 0.349 -0.859 -0.52
O 4.103 1.608 -2.813 -0.54
O 5.586 2.647 -1.161 -0.12
H 7.373 3.420 -0.416 0.37
H 6.801 1.828 0.282 0.18
H 8.467 1.284 -1.533 0.40
H 7.733 2.553 -2.481 0.31
C -2.142 0.159 5.962 -0.50
C -2.102 0.319 4.444 0.46
O -0.750 0.130 4.067 -0.03
S -0.178 -1.090 4.927 0.79
O 1.269 -0.880 5.136 -0.50
O -0.624 -2.390 4.400 -0.67
O -1.027 -0.810 6.276 -0.39
H -3.092 -0.361 6.228 0.35
H -1.991 1.045 6.522 0.35
H -2.356 1.300 4.121 0.02
H -2.793 -0.290 3.892 -0.04
C -1.347 -1.701 -4.411 0.58
C -1.222 -3.188 -4.029 -0.53
O -2.612 -3.586 -4.251 -0.53
S -3.586 -2.504 -3.572 0.67
O -3.518 -2.659 -2.154 -0.08
O -4.848 -2.500 -4.216 -0.61
O -2.661 -1.298 -4.031 -0.09
H -1.119 -1.466 -5.468 0.32
H -0.739 -1.036 -3.779 -0.46
H -0.848 -3.371 -3.041 0.42
H -0.653 -3.695 -4.795 0.37
C 0.031 1.894 -4.256 0.68
C 1.016 3.059 -4.464 0.21
O 1.299 2.766 -5.840 -0.32
S 0.025 2.617 -6.715 1.13
O 0.247 1.626 -7.734 -0.56
O -0.583 3.884 -6.962 -0.57
O -0.760 1.927 -5.427 -0.32
H -0.597 1.991 -3.370 -0.26
H 0.610 0.954 -4.219 -0.20
H 1.881 2.710 -3.858 0.18
H 0.659 4.114 -4.293 0.02
C 5.384 -3.214 6.629 -0.39
C 4.661 -2.036 5.904 -0.25
O 4.336 -2.619 4.644 -0.11
S 5.399 -3.726 4.166 1.20
O 6.335 -3.301 3.136 -0.59
O 4.764 -5.007 3.974 -0.57
O 6.187 -3.587 5.546 -0.34
H 4.652 -3.984 6.905 0.31
H 6.054 -2.867 7.449 0.32
H 5.315 -1.139 5.790 0.26
H 3.663 -1.847 6.316 0.21
C -2.327 4.501 0.798 0.70
C -2.811 3.255 1.605 0.36
O -2.549 3.456 3.030 -0.50
S -1.220 4.398 3.093 0.83
O -0.100 3.651 2.650 -0.28
O -1.179 5.042 4.398 -0.66
O -1.722 5.300 1.862 -0.51
H -3.162 5.091 0.491 0.49
H -1.568 4.332 0.009 -0.57
H -2.348 2.276 1.302 -0.36
H -3.922 3.139 1.618 0.49
C 1.135 1.135 -0.782 2.42
C -0.019 1.747 -0.007 1.80
O -0.349 0.605 0.929 0.31
S -0.053 -0.847 0.300 -0.85
O -1.175 -1.468 -0.317 -0.48
O 0.691 -1.559 1.247 0.23
O 0.791 -0.275 -0.937 -0.19
H 2.129 1.249 -0.275 -0.89
H 1.219 1.592 -1.785 -1.46
H -0.971 1.831 -0.485 -0.64
H 0.226 2.596 0.662 -0.35
C 3.353 -2.642 -1.556 0.83
C 3.782 -3.792 -2.469 -0.27
O 3.130 -3.536 -3.703 -0.37
S 2.934 -1.977 -4.038 1.28
O 1.668 -1.811 -4.687 -0.53
O 4.099 -1.325 -4.577 -0.62
O 2.741 -1.649 -2.426 -0.13
H 4.163 -2.220 -0.980 0.20
H 2.559 -2.873 -0.877 -0.64
H 3.420 -4.729 -2.006 0.21
H 4.861 -3.915 -2.711 0.26
C 1.814 -4.326 2.266 0.70
C 0.365 -4.761 2.446 0.24
O -0.099 -4.842 1.028 -0.15
S 1.004 -5.555 0.110 0.85
O 0.981 -4.949 -1.208 -0.41
O 0.949 -6.959 0.149 -0.61
O 2.239 -4.957 0.926 -0.29
H 2.473 -4.546 3.152 0.13
H 1.878 -3.293 2.056 -0.46
H -0.170 -3.971 3.013 -0.29
H 0.266 -5.696 2.946 0.49

***

Version x
154
Properties=species:S:1:pos:R:3:mulliken_charge:R:1 method="wB97M-V/def2-TZVPD" e_homo_ev=-10.58 lumo_ev=-0.135
C 8.774 -13.679 -12.360 -0.26
C 8.211 -14.503 -13.491 0.44
O 9.230 -15.411 -13.693 -0.24
S 10.772 -14.852 -13.317 1.06
O 11.453 -14.188 -14.419 -0.49
O 11.542 -15.819 -12.539 -0.59
O 10.138 -13.823 -12.271 -0.38
H 8.520 -14.266 -11.477 0.22
H 8.404 -12.659 -12.262 0.35
H 8.172 -13.948 -14.428 -0.06
H 7.197 -14.904 -13.471 -0.16
C 2.834 -18.329 -13.470 -0.35
C 4.319 -18.602 -13.879 -0.13
O 4.376 -18.532 -15.330 -0.13
S 3.049 -18.108 -16.041 0.96
O 2.278 -19.304 -16.537 -0.60
O 3.250 -16.917 -16.859 -0.24
O 2.370 -17.584 -14.605 -0.43
H 2.687 -17.736 -12.568 0.25
H 2.265 -19.259 -13.477 0.38
H 4.632 -19.537 -13.415 0.33
H 4.966 -17.735 -13.750 0.03
C 4.504 -16.866 -9.113 -0.49
C 5.430 -17.863 -9.900 -0.30
O 6.279 -17.051 -10.735 -0.07
S 5.576 -15.561 -10.848 1.05
O 5.254 -15.174 -12.225 -0.46
O 6.245 -14.596 -9.956 -0.57
O 4.184 -16.162 -10.273 -0.30
H 4.999 -16.259 -8.355 0.32
H 3.564 -17.182 -8.661 0.29
H 4.949 -18.577 -10.569 0.20
H 6.033 -18.411 -9.176 0.33
C 11.119 -16.986 -18.734 -0.06
C 10.519 -18.367 -19.126 0.06
O 11.098 -19.270 -18.244 -0.37
S 12.657 -18.822 -17.733 1.02
O 13.708 -19.557 -18.460 -0.55
O 12.713 -18.897 -16.270 -0.47
O 12.458 -17.254 -18.315 -0.40
H 10.768 -16.690 -17.746 0.12
H 10.999 -16.254 -19.533 0.31
H 10.915 -18.659 -20.098 0.33
H 9.430 -18.407 -19.172 0.03
C 6.892 -13.074 -17.716 0.12
C 6.105 -14.015 -18.650 0.01
O 6.298 -15.368 -18.190 -0.14
S 6.850 -15.449 -16.689 0.36
O 7.860 -16.519 -16.461 -0.17
O 5.774 -15.177 -15.742 -0.58
O 7.692 -14.028 -17.094 0.09
H 6.120 -12.530 -17.173 0.18
H 7.586 -12.414 -18.236 -0.05
H 6.340 -13.784 -19.689 0.00
H 5.031 -13.847 -18.572 0.03
C 7.166 -19.489 -16.558 0.39
C 7.304 -20.845 -17.239 -0.24
O 6.797 -20.666 -18.587 -0.44
S 5.733 -19.467 -18.678 1.22
O 4.428 -19.853 -18.116 -0.60
O 5.826 -18.742 -19.964 -0.56
O 6.550 -18.600 -17.475 0.03
H 8.072 -18.912 -16.372 -0.16
H 6.627 -19.422 -15.613 -0.25
H 6.927 -21.709 -16.691 0.33
H 8.340 -21.139 -17.407 0.30
C 11.753 -9.834 -15.827 -0.41
C 12.714 -11.019 -16.263 -0.04
O 12.185 -11.279 -17.591 -0.31
S 10.498 -11.206 -17.501 0.81
O 10.001 -12.532 -17.283 -0.17
O 10.015 -10.450 -18.670 -0.36
O 10.435 -10.321 -16.079 -0.33
H 11.982 -8.989 -16.476 0.23
H 11.720 -9.631 -14.756 0.36
H 12.625 -11.839 -15.551 -0.01
H 13.792 -10.882 -16.175 0.38
C 7.453 -6.773 -19.069 -0.20
C 8.934 -6.835 -19.738 0.05
O 9.108 -5.550 -20.212 -0.41
S 7.750 -4.559 -20.373 1.05
O 7.629 -4.062 -21.765 -0.51
O 7.705 -3.640 -19.261 -0.52
O 6.816 -5.915 -19.993 -0.27
H 7.422 -6.213 -18.135 0.32
H 7.005 -7.746 -18.868 0.23
H 8.999 -7.504 -20.596 0.08
H 9.776 -7.142 -19.116 0.19
C 7.802 -16.632 -21.532 0.08
C 7.649 -15.689 -22.810 0.07
O 8.890 -15.777 -23.371 -0.35
S 9.558 -17.363 -23.185 1.05
O 10.925 -17.093 -22.768 -0.54
O 9.353 -18.142 -24.418 -0.56
O 8.455 -17.730 -21.996 -0.24
H 6.815 -16.678 -21.072 0.28
H 8.436 -16.420 -20.671 -0.06
H 7.618 -14.606 -22.694 0.09
H 6.825 -15.976 -23.463 0.25
C 9.539 -12.363 -24.353 -0.47
C 10.957 -12.326 -23.563 -0.40
O 10.731 -11.816 -22.329 -0.30
S 9.253 -11.758 -21.852 0.70
O 8.985 -10.326 -21.637 -0.41
O 9.037 -12.688 -20.725 -0.20
O 8.521 -12.241 -23.263 -0.29
H 9.531 -13.334 -24.847 0.35
H 9.297 -11.599 -25.093 0.32
H 11.501 -11.771 -24.327 0.32
H 11.371 -13.334 -23.611 0.33
C 0.957 -13.615 -17.763 -0.37
C -0.204 -12.886 -18.535 -0.24
O -0.286 -13.583 -19.729 -0.38
S 1.177 -14.229 -20.261 0.99
O 1.935 -13.469 -21.276 -0.47
O 1.035 -15.675 -20.420 -0.52
O 1.836 -13.932 -18.807 -0.18
H 0.842 -14.560 -17.231 0.27
H 1.363 -13.029 -16.938 0.33
H 0.104 -11.844 -18.613 0.23
H -1.130 -12.887 -17.962 0.34
C 7.094 -9.170 -25.481 -0.27
C 7.152 -8.154 -24.348 -0.31
O 6.116 -8.559 -23.390 -0.12
S 5.135 -9.780 -23.987 0.89
O 3.731 -9.382 -23.748 -0.53
O 5.623 -11.130 -23.530 -0.36
O 5.706 -9.449 -25.508 -0.39
H 7.548 -10.133 -25.247 0.14
H 7.454 -8.696 -26.394 0.36
H 6.804 -7.201 -24.747 0.29
H 8.096 -8.106 -23.806 0.26
C 4.400 -10.712 -20.585 0.26
C 4.246 -9.241 -20.518 0.01
O 4.297 -8.828 -19.148 -0.36
S 3.771 -9.977 -18.120 1.01
O 2.341 -10.307 -18.094 -0.53
O 4.562 -9.890 -16.896 -0.53
O 4.467 -11.098 -19.164 -0.22
H 5.259 -11.095 -21.136 -0.21
H 3.586 -11.292 -21.018 0.19
H 3.387 -8.843 -21.058 0.31
H 5.092 -8.676 -20.909 0.06
C 9.018 -18.867 -13.077 0.61
C 10.452 -19.285 -12.757 -0.16
O 10.524 -20.660 -13.105 -0.41
S 9.328 -21.185 -14.079 0.91
O 8.922 -22.497 -13.632 -0.59
O 9.750 -20.954 -15.470 -0.38
O 8.294 -19.995 -13.528 -0.28
H 8.963 -18.235 -13.964 -0.20
H 8.370 -18.482 -12.290 0.02
H 10.813 -19.093 -11.747 0.31
H 11.157 -18.733 -13.379 0.20

***

Energetically preferred structure: version w | next structure: +872.4 kJ/mol

***

Version w
32
Properties=species:S:1:pos:R:3:nbo_charge:R:1 method="wB97M-V/def2-TZVPD" smiles="CCCC[N+](C)(C)O[C@H](C)C=O" e_homo_ev=-13.88 charge=+1 lumo_ev=-3.100
C -2.581 0.775 -0.086 -0.03
C -3.429 -0.201 0.684 0.40
C -3.064 2.307 -0.075 -0.62
C 4.030 0.120 0.753 -0.62
C -0.780 -1.009 -1.278 -0.43
C -0.615 -1.445 1.125 -0.48
C 3.339 0.319 -0.659 -0.37
C 1.970 -0.549 -0.692 -0.48
C 0.998 0.276 -0.011 -0.17
N -0.441 -0.467 0.090 0.05
O -3.781 -1.261 0.146 -0.49
O -1.243 0.755 0.421 -0.37
H -2.598 0.504 -1.116 0.20
H -3.491 0.018 1.719 0.14
H -2.822 2.966 -0.921 0.25
H -4.141 2.245 -0.139 0.24
H -2.588 2.712 0.848 0.23
H 3.833 0.829 1.533 0.22
H 5.078 0.153 0.543 0.23
H 3.827 -0.887 1.017 0.20
H 0.054 -1.717 -1.330 0.25
H -1.788 -1.432 -1.217 0.26
H -0.823 -0.305 -2.032 0.24
H -1.415 -2.166 0.880 0.26
H 0.389 -1.956 1.378 0.25
H -0.894 -0.969 2.112 0.27
H 3.229 1.286 -1.106 0.22
H 3.969 -0.367 -1.256 0.22
H 1.820 -0.829 -1.755 0.24
H 2.160 -1.436 -0.066 0.22
H 1.132 0.515 1.042 0.24
H 0.666 1.219 -0.552 0.25

***

Version x
32
Properties=species:S:1:pos:R:3:nbo_charge:R:1 method="wB97M-V/def2-TZVPD" smiles="CC[N+](C)(C)CCOCC(C)=O" e_homo_ev=-12.30 charge=+1 lumo_ev=-2.517
O -1.854 3.927 0.343 -0.53
O 0.842 2.515 0.705 -0.54
C -0.743 4.308 0.364 0.57
C -0.125 5.084 -0.774 -0.73
C 0.176 3.630 1.348 -0.17
C -0.349 -2.656 1.278 -0.62
C 0.446 1.154 1.122 -0.07
C -1.764 0.314 -0.822 -0.44
C -0.357 -1.537 -1.420 -0.41
C -1.212 -1.430 0.879 -0.24
C 0.494 0.158 -0.108 -0.23
N -0.751 -0.664 -0.312 -0.22
H 0.827 5.445 -0.398 0.22
H -0.738 5.960 -1.080 0.26
H 0.070 4.406 -1.662 0.25
H -0.471 3.445 2.234 0.20
H 0.916 4.370 1.703 0.20
H 0.714 -2.316 1.469 0.22
H -0.807 -2.983 2.182 0.25
H -0.309 -3.498 0.616 0.23
H 1.037 0.860 1.925 0.20
H -0.555 1.219 1.461 0.18
H -2.145 0.951 0.071 0.26
H -2.678 -0.108 -1.302 0.25
H -1.265 0.987 -1.560 0.24
H -1.289 -2.045 -1.724 0.23
H 0.359 -2.276 -1.076 0.24
H -0.025 -0.948 -2.255 0.24
H -2.238 -1.824 0.832 0.25
H -1.180 -0.875 1.802 0.24
H 0.593 0.732 -0.939 0.23
H 1.389 -0.456 -0.071 0.24

***

Energetically preferred structure: version x | next structure: +187.0 kJ/mol